Record 1
Computed, not measured: H28O14 as an isolated structure in a non-equilibrium geometry, with ωB97M-V/def2-TZVPD.

Geometry as XYZ:
```
42
Properties=species:S:1:pos:R:3:forces:R:3:lowdin_charge:R:1
O -0.229 -2.222 -3.030 0.77 -2.05 -0.85 -0.030
O -1.932 -1.177 2.431 1.05 -1.86 -1.61 -0.113
H 0.197 0.699 0.242 -0.52 1.78 -0.22 0.074
H 0.717 4.450 2.537 -1.59 3.42 0.59 -0.043
H -0.128 -0.650 -0.163 -3.07 -2.81 -0.45 0.020
O -1.343 0.127 -3.075 -0.46 -0.67 -4.67 0.038
O 1.013 0.402 -3.222 -3.18 2.24 -2.17 -0.121
H -1.717 0.405 -2.328 -2.59 0.67 5.79 -0.046
H 1.885 -3.081 0.178 -2.58 0.86 -2.00 0.159
H 1.462 -0.494 -0.870 1.33 -0.16 -0.85 -0.110
H -0.028 -3.129 -2.726 0.09 0.62 -0.44 0.064
H -2.122 1.204 1.412 0.26 -0.18 -3.40 -0.021
H 1.818 -0.658 2.113 -0.72 -0.70 2.20 0.018
O 0.590 -0.119 -0.021 -2.37 2.52 1.30 0.014
O -2.073 1.167 2.322 2.82 1.66 1.77 0.054
O 2.189 0.799 1.367 4.55 0.08 1.41 -0.051
O 1.115 3.647 2.437 1.13 -3.44 -1.26 -0.065
H 3.114 0.395 1.165 -2.51 1.33 0.30 0.131
H 1.044 -1.376 3.425 0.43 0.40 -0.96 0.074
H -0.379 3.007 -0.126 -0.44 0.31 0.16 0.066
H -3.275 0.746 -0.608 -1.52 -0.17 -0.09 0.067
H -1.519 -1.350 1.528 -0.97 -0.03 1.91 0.008
H 1.595 -0.135 -2.751 1.34 -1.66 1.01 -0.080
O 1.161 -2.316 0.216 3.86 -4.96 0.26 -0.107
H -1.211 1.016 -3.401 0.30 0.50 -1.35 0.096
O 1.577 -1.506 2.617 0.56 0.36 -0.07 -0.097
H -2.086 -2.713 -0.586 -0.44 0.37 0.13 0.100
H 2.916 -1.016 -0.745 0.80 -0.63 0.61 0.023
H -2.912 1.422 2.550 -3.27 0.93 1.59 0.043
H -0.711 -2.621 -0.163 4.42 -2.49 0.61 -0.033
H -2.312 1.987 -0.714 -0.62 -1.02 0.03 0.091
H -0.670 -1.859 -2.292 -0.80 0.85 1.21 -0.036
H 1.541 0.320 0.867 0.49 -0.55 -0.43 -0.100
O 2.293 -0.663 -1.346 2.10 0.08 -2.35 -0.069
O -2.379 1.018 -0.562 1.95 1.35 0.03 -0.010
H 1.027 2.785 -0.602 -0.38 -0.44 1.48 0.150
O 0.454 2.684 0.218 0.33 -0.32 -2.97 -0.027
H -1.767 -0.234 2.576 -0.09 -0.54 0.26 -0.071
H 0.019 0.075 -3.253 4.16 -0.15 0.53 -0.038
H 0.800 3.302 1.541 0.92 0.63 1.96 -0.030
H 1.699 -2.218 1.017 -1.60 1.87 1.92 0.012
O -1.447 -2.113 -0.183 -3.96 2.00 -0.94 -0.005
```
Forces are in eV/Å.

Computed properties:
energy above the lowest of the compared OMol25 structures with the same formula, charge and spin	731.17	kJ/mol
Kohn-Sham gap	0.3004	Ha
DFT total energy	-1069.9225	Ha
F_max	0.1241	hartree/bohr
LUMO	-1.00	eV

Record 2
Computed, not measured: a 14-piece molecular cluster, H28O14 overall in a non-equilibrium geometry, with ωB97M-V/def2-TZVPD.

Geometry as XYZ:
```
42
Properties=species:S:1:pos:R:3:forces:R:3:lowdin_charge:R:1
H 0.749 2.036 2.004 1.29 -1.57 0.69 -0.049
H 0.057 -1.948 -3.190 0.13 -0.30 -0.72 0.069
H 1.818 0.941 3.163 -0.87 -0.44 0.42 0.091
O -2.861 0.438 -0.409 -1.56 -0.47 -0.06 -0.063
H -0.609 0.938 -2.737 0.58 0.39 0.02 -0.004
H -0.889 2.771 -1.211 -0.48 -0.13 -0.48 -0.028
H -3.145 0.432 0.526 0.83 -0.07 -0.78 0.068
O 0.233 2.758 1.751 -1.72 1.63 -0.95 -0.005
O -1.221 1.680 -2.687 0.26 -0.27 -0.10 -0.041
H -2.498 -1.126 -1.373 -0.17 0.46 0.05 0.009
H 3.135 0.805 -0.697 0.52 -0.06 -0.62 0.072
O -1.487 -0.910 2.334 -0.30 0.14 1.51 -0.031
H 1.062 -0.218 -2.471 0.05 -1.83 1.67 -0.048
O 0.568 -1.994 0.602 1.32 -0.27 -2.42 -0.016
O -0.246 0.439 -0.032 0.02 -0.75 -0.32 -0.059
H -1.245 -1.696 -2.139 0.14 0.43 0.58 -0.025
H 0.712 -2.286 1.461 -0.26 -1.01 2.86 0.027
H -1.905 0.413 -0.497 0.37 0.80 0.85 -0.032
H -0.559 -1.009 2.136 0.42 0.26 -0.40 -0.015
H -2.077 -2.236 1.033 0.12 0.56 0.33 -0.037
O 3.385 -0.879 1.800 1.49 -1.26 0.57 -0.033
H 2.591 -0.990 2.296 -0.88 0.08 0.43 -0.014
H 1.464 -2.209 0.267 -0.56 0.47 -0.40 0.093
H 2.832 1.812 0.416 0.14 0.46 -0.08 0.082
H 3.227 -0.192 1.176 -0.58 0.83 -0.77 -0.041
H -2.366 -2.835 -0.314 0.37 0.48 -2.78 -0.054
H 0.230 0.645 3.287 -0.14 0.53 0.46 0.059
O 0.566 -1.987 -2.382 0.36 -0.51 0.46 -0.041
H -0.546 3.256 0.154 0.09 -0.13 0.65 -0.045
O 1.211 0.516 -3.012 1.05 2.28 -1.41 -0.028
H 0.531 -2.905 -2.068 -0.14 0.35 -0.17 0.092
O 2.526 1.004 0.004 -0.31 0.04 0.40 -0.013
O -1.051 3.505 -0.611 0.08 0.50 -0.31 -0.066
H 1.758 1.161 -2.527 -0.69 -0.47 -0.26 0.062
O 1.050 0.421 2.853 1.26 -0.31 -0.41 -0.052
H -0.034 -0.514 -0.018 -0.20 0.44 0.10 0.009
H 0.593 0.826 0.204 0.30 0.43 -0.11 -0.004
O -2.159 -1.849 -1.919 -0.67 -0.65 -0.49 -0.050
H 0.575 3.592 2.051 0.46 0.36 0.37 0.066
H -1.510 -0.955 3.314 -0.33 -0.17 -0.85 0.084
H -1.979 1.318 -3.126 -1.07 0.12 -0.20 0.050
O -2.485 -2.967 0.586 -0.71 -1.37 2.67 -0.035
```
Forces are in eV/Å.

Computed properties:
energy above the lowest of the compared OMol25 structures with the same formula, charge and spin	238.31	kJ/mol
Kohn-Sham gap	0.3257	Ha
DFT total energy	-1070.1102	Ha
F_max	0.0600	hartree/bohr
LUMO	-0.75	eV

Record 3
Computed, not measured: H2MgO as an isolated structure in a non-equilibrium geometry, with ωB97M-V/def2-TZVPD.

Geometry as XYZ:
```
4
Properties=species:S:1:pos:R:3:forces:R:3:lowdin_charge:R:1
O 4.611 1.447 2.801 -1.33 -0.14 -0.49 0.042
H 4.072 0.643 2.621 0.70 0.61 0.39 0.057
Mg 0.000 0.000 0.000 -0.08 -0.03 -0.10 1.827
H 3.962 2.186 2.801 0.72 -0.44 0.20 0.074
```
Forces are in eV/Å.

Computed properties:
energy above the lowest of the compared OMol25 structures with the same formula, charge and spin	344.56	kJ/mol
Kohn-Sham gap	0.0986	Ha
DFT total energy	-275.6535	Ha
F_max	0.0277	hartree/bohr
net charge	+2
LUMO	-15.39	eV

Record 4
Computed, not measured: H2N2 in the gas phase in a non-equilibrium geometry, with ωB97M-V/def2-TZVPD.

Geometry as XYZ:
```
4
Properties=species:S:1:pos:R:3:forces:R:3:lowdin_charge:R:1
H -0.574 -0.297 -0.988 -0.25 -1.11 1.89 0.086
H 1.157 0.208 0.238 -1.30 0.78 -0.87 0.073
N -0.754 -0.218 0.115 -2.29 0.12 -4.72 -0.066
N 0.171 0.307 0.635 3.84 0.20 3.70 -0.093
```
Forces are in eV/Å.

Computed properties:
energy above the lowest of the compared OMol25 structures with the same formula, charge and spin	55.71	kJ/mol
Kohn-Sham gap	0.3598	Ha
DFT total energy	-110.6205	Ha
F_max	0.1037	hartree/bohr
LUMO	0.86	eV
SMILES string	[H]/N=N\[H]

Record 5
Computed, not measured: H2N2O in the gas phase in a non-equilibrium geometry, with ωB97M-V/def2-TZVPD.

Geometry as XYZ:
```
5
Properties=species:S:1:pos:R:3:forces:R:3:lowdin_charge:R:1
H 1.409 0.386 -0.226 -0.59 -0.37 0.15 0.108
H -1.222 -0.382 0.849 2.98 0.16 -1.22 0.158
N 0.423 0.614 -0.004 0.32 1.52 0.72 -0.060
N -0.231 -0.579 0.336 -2.42 -1.13 1.74 -0.072
O -0.379 -0.038 -0.955 -0.29 -0.18 -1.39 -0.134
```
Forces are in eV/Å.

Computed properties:
energy above the lowest of the compared OMol25 structures with the same formula, charge and spin	556.18	kJ/mol
Kohn-Sham gap	0.4345	Ha
DFT total energy	-185.7744	Ha
F_max	0.0627	hartree/bohr
LUMO	1.42	eV
SMILES string	[nH]1[nH]o1

Record 6
Computed, not measured: a 2-piece molecular cluster, H2N2O2S overall in a non-equilibrium geometry, with ωB97M-V/def2-TZVPD.

Geometry as XYZ:
```
7
Properties=species:S:1:pos:R:3:forces:R:3:lowdin_charge:R:1
N 1.214 -0.059 0.442 0.18 -3.18 -0.24 -0.138
O -1.459 0.229 -1.725 -1.59 -0.26 1.41 -0.415
N 1.794 -1.161 0.538 -0.32 1.32 0.15 -0.055
O -1.249 0.329 0.654 -1.74 0.56 1.44 -0.451
H 0.151 -0.071 0.692 2.86 1.10 -0.47 0.002
H 1.686 0.647 -0.164 -0.74 0.40 0.54 0.095
S -2.137 0.086 -0.438 1.35 0.07 -2.83 0.963
```
Forces are in eV/Å.

Computed properties:
energy above the lowest of the compared OMol25 structures with the same formula, charge and spin	158.96	kJ/mol
Kohn-Sham gap (alpha / beta)	0.1876 / 0.1875	Ha
DFT total energy	-659.2434	Ha
F_max	0.0622	hartree/bohr
LUMO (alpha / beta)	-2.25 / -2.25	eV

Record 7
Computed, not measured: a 2-piece molecular cluster, H2N2O3 overall in a non-equilibrium geometry, with ωB97M-V/def2-TZVPD.

Geometry as XYZ:
```
7
Properties=species:S:1:pos:R:3:forces:R:3:lowdin_charge:R:1
O 1.926 0.810 0.156 0.52 2.29 1.17 0.066
O -1.365 -0.280 0.496 -0.27 1.92 0.39 -0.117
N 1.626 -0.300 -0.056 2.37 -1.30 -2.32 -0.217
H -1.529 1.699 0.108 0.98 0.39 1.85 0.084
O -1.732 0.826 -0.204 -1.07 -2.18 -2.13 -0.078
N 0.660 -0.965 0.030 -3.73 -1.42 0.71 0.131
H 0.414 -1.790 -0.531 1.19 0.31 0.33 0.132
```
Forces are in eV/Å.

Computed properties:
energy above the lowest of the compared OMol25 structures with the same formula, charge and spin	332.34	kJ/mol
Kohn-Sham gap (alpha / beta)	0.3079 / 0.3572	Ha
DFT total energy	-336.1385	Ha
F_max	0.0787	hartree/bohr
LUMO (alpha / beta)	-0.41 / -0.43	eV

Record 8
Computed, not measured: a 2-piece molecular cluster, H2N2O3 overall in a non-equilibrium geometry, with ωB97M-V/def2-TZVPD.

Geometry as XYZ:
```
7
Properties=species:S:1:pos:R:3:forces:R:3:lowdin_charge:R:1
O -1.989 -0.441 1.157 -2.78 -1.40 -0.28 0.087
O 1.124 0.939 1.835 0.47 0.45 -0.05 0.029
N -0.995 0.155 1.314 4.14 1.91 0.61 -0.071
O 0.329 -0.256 -2.024 -0.79 5.60 -0.63 -0.015
H 0.377 -1.135 -1.901 1.10 -4.50 0.53 -0.037
N -0.006 0.507 1.759 -1.82 -0.97 -0.36 -0.051
H 1.160 0.232 -2.141 -0.32 -1.10 0.17 0.057
```
Forces are in eV/Å.

Computed properties:
energy above the lowest of the compared OMol25 structures with the same formula, charge and spin	104.97	kJ/mol
Kohn-Sham gap	0.3849	Ha
DFT total energy	-336.2251	Ha
F_max	0.1107	hartree/bohr
LUMO	0.35	eV
SMILES string	O=NN=O.O

Record 9
Computed, not measured: a 2-piece molecular cluster, H2N2O3 overall in a non-equilibrium geometry, with ωB97M-V/def2-TZVPD.

Geometry as XYZ:
```
7
Properties=species:S:1:pos:R:3:forces:R:3:lowdin_charge:R:1
H -0.350 0.651 -1.552 -0.22 -0.19 2.13 0.175
H 1.549 -0.706 0.324 -0.22 1.08 -2.40 0.087
O -0.064 -0.294 1.497 0.79 -0.77 -0.74 0.071
O 1.565 -0.308 -0.643 -4.44 -0.13 1.85 -0.082
N -0.257 -0.004 -0.730 6.56 -2.62 -1.82 0.174
N -0.695 0.079 0.527 1.71 1.11 0.74 -0.544
O -1.748 0.581 0.577 -4.18 1.52 0.24 0.118
```
Forces are in eV/Å.

Computed properties:
energy above the lowest of the compared OMol25 structures with the same formula, charge and spin	236.95	kJ/mol
Kohn-Sham gap (alpha / beta)	0.3719 / 0.3719	Ha
DFT total energy	-336.1748	Ha
F_max	0.1419	hartree/bohr
LUMO (alpha / beta)	-1.35 / -1.35	eV

Record 10
Computed, not measured: a 2-piece molecular cluster, H2N2O3S overall in a non-equilibrium geometry, with ωB97M-V/def2-TZVPD.

Geometry as XYZ:
```
8
Properties=species:S:1:pos:R:3:forces:R:3:lowdin_charge:R:1
O 1.056 -1.111 0.607 -0.47 0.41 1.05 -0.126
N 1.771 -0.949 -0.864 -0.16 -1.32 -1.04 0.043
O -2.400 1.275 -0.663 -0.07 -0.60 -1.83 -0.430
H 2.736 -0.832 -0.659 0.86 0.10 0.68 0.019
N 0.017 -0.705 0.915 0.88 -0.19 -0.80 0.086
H 1.513 -0.309 -1.593 -0.94 0.92 0.16 0.035
S -2.416 0.785 0.665 -0.29 0.30 -0.16 0.798
O -2.278 1.845 1.591 0.18 0.38 1.94 -0.425
```
Forces are in eV/Å.

Computed properties:
energy above the lowest of the compared OMol25 structures with the same formula, charge and spin	359.57	kJ/mol
Kohn-Sham gap	0.3152	Ha
DFT total energy	-734.4045	Ha
F_max	0.0385	hartree/bohr
LUMO	-0.72	eV

Record 11
Computed, not measured: a 2-piece molecular cluster, H2N2O3S overall in a non-equilibrium geometry, with ωB97M-V/def2-TZVPD.

Geometry as XYZ:
```
8
Properties=species:S:1:pos:R:3:forces:R:3:lowdin_charge:R:1
H -0.430 0.573 0.469 0.77 0.19 0.24 -0.004
S 2.686 -0.129 0.223 -1.46 0.50 0.52 0.914
H -2.765 -0.322 -0.482 -0.83 0.41 -0.09 0.136
N -1.829 -0.524 -0.160 -0.69 0.56 -0.58 -0.244
O 1.439 0.494 0.603 0.78 -0.70 0.13 -0.453
N -1.300 -1.544 -0.144 1.06 -0.99 0.37 0.105
O 3.495 0.642 -0.644 0.91 0.17 -0.60 -0.406
O -1.296 0.810 0.136 -0.53 -0.14 0.00 -0.048
```
Forces are in eV/Å.

Computed properties:
energy above the lowest of the compared OMol25 structures with the same formula, charge and spin	109.96	kJ/mol
Kohn-Sham gap	0.2855	Ha
DFT total energy	-734.4995	Ha
F_max	0.0316	hartree/bohr
LUMO	-1.49	eV

Record 12
Computed, not measured: a 2-piece molecular cluster, H2N2O3S overall in a non-equilibrium geometry, with ωB97M-V/def2-TZVPD.

Geometry as XYZ:
```
8
Properties=species:S:1:pos:R:3:forces:R:3:lowdin_charge:R:1
H -0.661 1.115 -0.066 -0.64 -0.33 0.25 0.101
N -1.069 0.086 -0.012 1.58 0.71 -0.43 0.079
S 1.649 0.509 -0.346 -0.49 0.86 0.27 0.853
N -0.184 -0.679 -0.331 -1.31 -2.47 0.47 -0.056
O 0.749 1.683 -0.387 0.60 0.19 -0.26 -0.507
O -0.556 -2.692 -0.145 0.10 1.56 -0.11 -0.196
O 2.072 0.169 0.982 0.18 -0.20 -0.08 -0.431
H -2.000 -0.190 0.305 -0.01 -0.31 -0.11 0.156
```
Forces are in eV/Å.

Computed properties:
energy above the lowest of the compared OMol25 structures with the same formula, charge and spin	491.32	kJ/mol
Kohn-Sham gap (alpha / beta)	0.3321 / 0.3368	Ha
DFT total energy	-734.3543	Ha
F_max	0.0552	hartree/bohr
LUMO (alpha / beta)	-1.30 / -1.46	eV